Below is a cluster of 11 separate species, C45H56FN12 in total in a non-equilibrium geometry, with properties calculated with the ωB97M-V functional and the def2-TZVPD basis.

Last column: Löwdin charge in e.
Cartesian coordinates (Å):
N (-11.786, -2.873, 4.756)  0.01
H (-0.620, -7.059, -1.120)  0.13
H (-4.587, 2.927, 0.587)  0.14
C (9.466, 6.337, -0.563)  -0.11
H (-2.754, -8.729, -4.315)  0.10
H (1.245, 1.467, 1.832)  0.05
H (-2.145, -6.435, -3.009)  0.10
C (1.767, -12.124, -5.113)  -0.14
C (4.306, 6.122, -2.259)  -0.14
H (-0.214, 0.586, -0.240)  0.11
H (2.975, -12.819, -6.792)  0.09
C (-0.141, 5.575, 0.022)  -0.16
C (-1.442, -9.659, -2.755)  -0.13
H (-10.340, -0.127, 3.774)  0.08
H (7.501, 4.470, -2.463)  0.10
H (6.037, 6.698, -3.320)  0.13
H (0.676, -10.682, -4.017)  0.11
H (-0.126, -9.507, -0.960)  0.11
H (4.615, 6.453, -1.282)  0.11
H (-6.916, -4.023, 5.478)  0.11
C (-7.045, -1.072, 4.126)  -0.14
H (2.557, 4.847, -4.739)  0.09
H (5.889, 4.024, 5.477)  0.10
H (-0.282, 0.303, 1.422)  0.11
N (-2.015, 0.787, 0.646)  -0.10
H (4.666, 7.454, 3.372)  0.10
H (1.618, -12.962, -4.452)  0.10
N (5.102, 5.535, 4.194)  0.00
C (-12.352, -1.091, 3.571)  -0.11
N (-0.360, 4.538, -0.852)  -0.01
H (1.744, -3.499, -3.734)  0.12
N (-0.608, 0.875, 0.650)  0.14
C (2.319, -10.678, -6.741)  -0.12
H (-13.765, -2.770, 3.972)  0.11
H (-12.924, -0.394, 2.982)  0.09
C (4.505, 5.790, -4.460)  -0.14
H (-0.417, 3.570, -0.598)  0.10
C (1.566, -10.011, -5.811)  -0.15
H (6.130, 8.348, 5.468)  0.09
N (3.234, 1.344, 2.592)  0.01
C (-4.038, 1.993, 0.606)  0.03
H (4.988, 5.828, -5.422)  0.11
H (5.263, 1.843, 3.004)  0.12
C (2.668, 3.123, 1.397)  -0.09
C (-6.791, -3.182, 4.817)  -0.13
H (-9.770, -2.357, 5.199)  0.07
H (4.617, 4.955, 3.533)  0.10
C (3.281, 5.303, -4.084)  -0.11
C (-0.759, -9.080, -1.719)  -0.14
N (1.231, -10.898, -4.826)  0.01
C (-0.075, -2.397, -1.280)  -0.16
H (6.920, 6.135, 6.826)  0.09
C (0.424, -4.394, -2.176)  -0.10
C (-0.119, 6.734, -0.704)  -0.09
C (2.208, 1.936, 1.902)  -0.15
C (-4.029, -0.387, 0.620)  -0.23
H (-7.393, -0.054, 4.178)  0.11
H (1.115, -1.330, -2.668)  0.15
C (-6.289, -1.723, 3.185)  -0.11
C (4.344, 2.136, 2.525)  -0.12
H (4.693, 4.064, 1.561)  0.10
H (8.913, 6.139, -3.689)  0.14
C (-2.668, -0.378, 0.634)  0.08
H (0.466, -5.453, -2.367)  0.08
H (-0.019, 5.395, 1.077)  0.10
H (-5.589, -3.852, 3.125)  0.09
C (2.446, -12.021, -6.298)  -0.11
C (-2.672, 1.943, 0.650)  0.01
C (-10.680, -2.068, 4.712)  -0.15
H (2.732, -10.251, -7.640)  0.09
N (8.932, 6.037, -2.691)  0.00
H (-0.663, 4.373, -2.960)  0.11
C (8.185, 5.141, -1.971)  -0.16
N (-7.349, -1.968, 5.111)  0.00
H (-0.943, -4.204, -0.411)  0.09
N (5.123, 6.282, -3.343)  0.01
F (-4.688, -1.528, 0.639)  0.13
N (-0.998, -7.733, -1.760)  0.00
N (0.772, -2.214, -2.340)  0.01
C (-0.484, 5.031, -2.126)  -0.15
H (-1.454, -10.711, -2.992)  0.09
H (2.098, 3.824, 0.807)  0.07
C (-0.312, -3.741, -1.154)  -0.11
H (8.078, 4.738, 0.170)  0.09
H (-5.829, 0.791, 0.558)  0.15
C (-11.001, -0.952, 3.986)  -0.11
H (3.181, 0.464, 3.073)  0.15
H (1.240, -8.985, -5.765)  0.10
C (5.904, 7.324, 5.223)  -0.11
C (-6.128, -3.064, 3.625)  -0.10
C (-0.336, 6.390, -2.066)  -0.10
H (10.372, 7.537, -2.210)  0.11
H (-11.840, -3.758, 5.226)  0.15
C (-1.833, -7.447, -2.810)  -0.14
H (-5.900, -1.289, 2.290)  0.05
H (-0.376, 7.064, -2.904)  0.10
C (-2.123, -8.622, -3.448)  -0.10
C (8.497, 5.301, -0.648)  -0.11
H (9.929, 6.719, 0.332)  0.09
C (-4.742, 0.800, 0.584)  0.09
H (-2.153, -1.335, 0.632)  0.15
H (0.036, 7.722, -0.304)  0.10
C (5.159, 6.902, 4.154)  -0.14
H (-2.126, 2.880, 0.689)  0.14
C (3.155, 5.514, -2.685)  -0.11
C (6.318, 6.165, 5.933)  -0.11
C (9.712, 6.772, -1.837)  -0.14
C (1.083, -3.427, -2.887)  -0.11
H (-0.434, -1.560, -0.708)  0.05
C (4.025, 3.249, 1.791)  -0.11
C (-12.807, -2.287, 4.059)  -0.13
H (2.314, 5.251, -2.063)  0.07
H (-7.898, -1.765, 5.926)  0.14
C (5.810, 5.079, 5.273)  -0.15

electronic energy = -68161.19732 eV
charge = +1
HOMO level = -9.150 eV